Run w
{
  "formula": "C6H12N2O",
  "method": "ωB97M-V/def2-TZVPD",
  "total_charge": 0,
  "smiles": "[H]/N=C(\\OC)C(=C)N(C)C",
  "gap_ev": 8.632,
  "homo_ev": -7.75,
  "species": ["O", "N", "N", "C", "C", "C", "C", "C", "C", "H", "H", "H", "H", "H", "H", "H", "H", "H", "H", "H", "H"],
  "positions_angstrom": [[-1.203, 0.740, 0.687], [-0.875, -1.400, 1.709], [1.034, -0.202, -0.826], [1.746, 0.522, 0.199], [-0.806, -0.597, 0.743], [-0.085, -0.910, -0.509], [-0.860, -1.688, -1.288], [-1.612, 1.353, 1.887], [1.364, 0.124, -2.192], [1.391, 1.558, 0.296], [-2.527, 0.889, 2.263], [-0.844, 1.301, 2.666], [1.665, 1.175, -2.274], [-0.623, -1.864, -2.322], [2.809, 0.543, -0.060], [1.628, 0.018, 1.158], [2.197, -0.519, -2.559], [-1.430, -1.103, 2.507], [-1.807, 2.397, 1.654], [0.494, -0.032, -2.826], [-1.653, -2.306, -0.914]]
}

---

Run x
{
  "formula": "C6H12N2O",
  "method": "ωB97M-V/def2-TZVPD",
  "total_charge": 0,
  "smiles": "[H]/N=C(/C)[C@H](C)O/C(C)=N/[H]",
  "gap_ev": 10.096,
  "homo_ev": -9.24,
  "species": ["O", "N", "N", "C", "C", "C", "C", "C", "C", "H", "H", "H", "H", "H", "H", "H", "H", "H", "H", "H", "H"],
  "positions_angstrom": [[-0.727, 0.961, -0.501], [1.020, 2.278, 0.360], [-0.727, -2.089, -0.638], [0.626, 1.445, -0.521], [1.332, 1.083, -1.782], [1.129, -1.669, 0.827], [-2.318, -0.046, 1.005], [-0.866, 0.136, 0.621], [-0.147, -1.248, 0.151], [1.608, 1.991, -2.321], [0.722, 0.450, -2.428], [1.673, 2.993, 0.039], [-2.411, -0.721, 1.860], [-1.570, -1.682, -1.058], [1.000, -2.659, 1.274], [2.239, 0.534, -1.510], [1.916, -1.737, 0.070], [-2.741, 0.926, 1.282], [1.443, -0.961, 1.595], [-2.918, -0.424, 0.173], [-0.282, 0.440, 1.499]]
}

---

Run y
{
  "formula": "C6H12N2O",
  "method": "ωB97M-V/def2-TZVPD",
  "total_charge": 0,
  "smiles": "[H]/N=C(\\N)[C@@](C)(O)/C=C\\C",
  "gap_ev": 9.104,
  "homo_ev": -8.34,
  "species": ["O", "N", "N", "C", "C", "C", "C", "C", "C", "H", "H", "H", "H", "H", "H", "H", "H", "H", "H", "H", "H"],
  "positions_angstrom": [[0.248, -0.625, -1.564], [-1.895, -0.498, 0.041], [-0.693, -0.995, 2.005], [-0.755, -0.610, 0.798], [-0.300, 2.290, -0.984], [1.009, 0.585, 0.400], [0.586, 1.838, 0.128], [0.570, -0.707, -0.199], [1.411, -1.907, 0.171], [1.690, 0.444, 1.228], [-0.372, 1.541, -1.768], [1.564, -1.939, 1.246], [2.382, -1.853, -0.322], [-1.603, -1.122, 2.442], [-1.795, -0.107, -0.882], [0.889, -2.822, -0.121], [-2.768, -0.336, 0.518], [0.074, 3.219, -1.412], [-1.306, 2.497, -0.601], [0.992, 2.627, 0.749], [0.071, -1.521, -1.874]]
}

---

Run z
{
  "formula": "C6H12N2O",
  "method": "ωB97M-V/def2-TZVPD",
  "total_charge": 0,
  "gap_ev": 7.410,
  "homo_ev": -6.69,
  "species": ["O", "N", "N", "C", "C", "C", "C", "C", "C", "H", "H", "H", "H", "H", "H", "H", "H", "H", "H", "H", "H"],
  "positions_angstrom": [[-0.468, 0.352, -2.382], [0.425, -1.121, 0.557], [-0.356, 0.998, 0.324], [0.625, 0.185, 0.707], [-1.202, 0.430, -1.223], [-0.688, -3.103, -0.215], [-0.170, 2.434, 0.425], [-0.051, -1.764, -0.413], [1.881, 0.642, 1.386], [2.502, -0.217, 1.625], [0.040, -0.470, -2.344], [0.027, 2.724, 1.460], [1.666, 1.184, 2.308], [-0.094, -3.860, -0.732], [-1.928, -0.351, -1.008], [-1.741, 1.372, -1.261], [-1.668, -3.101, -0.698], [-1.094, 2.935, 0.120], [0.652, 2.804, -0.204], [-0.803, -3.385, 0.837], [2.445, 1.311, 0.730]]
}

---

Which of them is most stable? Easy: run y.

---

Run w
{
  "formula": "C6H12N2O",
  "method": "ωB97M-V/def2-TZVPD",
  "total_charge": 0,
  "gap_ev": [7.259, 6.959],
  "homo_ev": [-7.58, -7.67],
  "species": ["O", "N", "N", "C", "C", "C", "C", "C", "C", "H", "H", "H", "H", "H", "H", "H", "H", "H", "H", "H", "H"],
  "positions_angstrom": [[-0.331, 1.388, 1.449], [-1.556, 0.558, -1.656], [1.486, -1.010, -0.419], [0.724, 1.244, -2.229], [0.561, -0.705, 0.289], [0.254, -1.666, 2.571], [-0.377, -1.467, 1.190], [0.349, 1.075, 0.493], [-0.494, 1.384, -1.412], [1.330, 1.559, 0.306], [1.360, 0.432, -1.789], [-0.783, 2.378, -1.084], [1.310, 2.160, -2.235], [-2.309, 0.569, -0.984], [0.500, 0.940, -3.253], [1.169, -2.252, 2.489], [-1.307, -0.906, 1.293], [-1.344, -0.365, -2.007], [0.496, -0.705, 3.025], [-0.441, -2.182, 3.235], [-0.598, -2.431, 0.727]]
}

---

Run x
{
  "formula": "C6H12N2O",
  "method": "ωB97M-V/def2-TZVPD",
  "total_charge": 0,
  "smiles": "CC(C)(C)C#N.CN=O",
  "gap_ev": 9.165,
  "homo_ev": -9.05,
  "species": ["O", "N", "N", "C", "C", "C", "C", "C", "C", "H", "H", "H", "H", "H", "H", "H", "H", "H", "H", "H", "H"],
  "positions_angstrom": [[1.130, -0.881, 3.822], [0.439, -0.316, 2.943], [-1.205, 0.223, 0.861], [-0.718, 0.348, -0.138], [0.361, -1.414, -1.175], [-0.692, 0.322, 3.484], [1.396, 0.799, -1.290], [-0.826, 0.320, -2.531], [0.079, 0.103, -1.278], [1.314, 1.781, -1.743], [-1.884, 0.264, -2.157], [2.035, 0.173, -1.882], [0.967, -1.550, -0.204], [-0.794, 1.398, -2.755], [-1.506, -0.410, 3.578], [-1.047, 1.075, 2.741], [0.902, -1.865, -1.983], [1.676, 0.965, -0.281], [-0.512, 0.837, 4.461], [-0.667, -1.888, -1.164], [-0.450, -0.283, -3.310]]
}

---

Which of them is most stable? Easy: run w.

---

Run w
{
  "formula": "C4H4",
  "method": "ωB97M-V/def2-TZVPD",
  "total_charge": 0,
  "smiles": "C#CC=C",
  "gap_ev": 10.436,
  "homo_ev": -9.45,
  "species": ["C", "C", "C", "C", "H", "H", "H", "H"],
  "positions_angstrom": [[0.733, 0.089, 0.074], [-1.636, -0.362, -0.030], [-0.649, 0.472, 0.001], [1.941, -0.134, -0.063], [-0.984, 1.495, -0.015], [2.925, -0.453, 0.061], [-2.678, 0.034, -0.013], [-1.599, -1.463, 0.074]]
}

---

Run x
{
  "formula": "C4H4",
  "method": "ωB97M-V/def2-TZVPD",
  "total_charge": 0,
  "smiles": "C#CC=C",
  "gap_ev": 9.827,
  "homo_ev": -9.15,
  "species": ["C", "C", "C", "C", "H", "H", "H", "H"],
  "positions_angstrom": [[-0.080, -0.725, 0.007], [2.334, 0.271, -0.059], [-1.148, 0.200, -0.048], [1.225, -0.154, 0.108], [-0.790, 1.170, -0.158], [-2.158, -0.225, -0.063], [3.311, 0.468, 0.113], [-0.363, -1.756, -0.056]]
}

---

Run y
{
  "formula": "C4H4",
  "method": "ωB97M-V/def2-TZVPD",
  "total_charge": 0,
  "gap_ev": [6.914, 7.268],
  "homo_ev": [-8.54, -9.30],
  "species": ["C", "C", "C", "C", "H", "H", "H", "H"],
  "positions_angstrom": [[-0.113, -1.326, -2.586], [-0.958, 0.445, -0.870], [0.468, 0.674, 2.223], [-0.676, -0.511, -1.762], [1.107, 0.425, 1.491], [0.094, -1.339, -3.616], [0.502, 1.595, 2.682], [-0.425, 0.036, 2.437]]
}

---

Which of them is most stable? Easy: run w.

---

Run w
{
  "formula": "C4H4",
  "method": "ωB97M-V/def2-TZVPD",
  "total_charge": 0,
  "smiles": "C#CC=C",
  "gap_ev": 10.212,
  "homo_ev": -9.47,
  "species": ["C", "C", "C", "C", "H", "H", "H", "H"],
  "positions_angstrom": [[-2.165, 0.087, -0.119], [0.414, -0.573, 0.191], [1.397, 0.247, -0.188], [-0.999, -0.218, -0.039], [-2.982, 0.676, 0.178], [0.490, -1.621, 0.485], [2.511, 0.026, -0.042], [1.335, 1.376, -0.465]]
}

---

Run x
{
  "formula": "C4H4",
  "method": "ωB97M-V/def2-TZVPD",
  "total_charge": 0,
  "smiles": "C#C.C#C",
  "gap_ev": 11.100,
  "homo_ev": -10.22,
  "species": ["C", "C", "C", "C", "H", "H", "H", "H"],
  "positions_angstrom": [[2.560, -0.048, -0.069], [-2.073, -0.655, -0.077], [-1.931, 0.576, -0.034], [1.321, -0.222, -0.047], [3.610, 0.346, -0.054], [-1.728, -1.787, 0.011], [-1.951, 1.685, -0.119], [0.191, 0.106, 0.389]]
}

---

Run y
{
  "formula": "C4H4",
  "method": "ωB97M-V/def2-TZVPD",
  "total_charge": 0,
  "smiles": "C#C.C#C",
  "gap_ev": 10.415,
  "homo_ev": -9.40,
  "species": ["C", "C", "C", "C", "H", "H", "H", "H"],
  "positions_angstrom": [[0.672, 0.767, -0.188], [-0.652, -0.994, -0.411], [0.339, 1.824, 0.194], [-0.524, -1.781, 0.531], [-0.473, -0.309, -1.272], [0.949, -0.076, -0.958], [-0.454, -2.241, 1.495], [0.143, 2.810, 0.608]]
}

---

Which of them is most stable? Easy: run w.